# 1
71
Properties=species:S:1:pos:R:3:lowdin_charge:R:1 method="wB97M-V/def2-TZVPD" e_lumo_ev="1.941 / 1.941" de_lowest_kj_mol=61.69 charge=-1 homo_lumo_gap_ev="7.92 / 7.92" energy_ev=-71698.5580 homo_energy_ev="-5.981 / -5.982"
Mo -0.5241 0.3786 -0.9746 1.55
C -1.7853 -0.4842 5.1266 -0.09
C -0.4057 -0.3496 5.1850 -0.09
C 0.3071 0.0169 4.0517 -0.09
C -0.3625 0.2393 2.8524 -0.32
C -1.7514 0.1070 2.7961 -0.09
C -2.4571 -0.2509 3.9338 -0.07
P 0.4480 0.7905 1.3250 1.04
C 2.2053 0.3999 1.4602 -0.35
C 2.6004 -0.9127 1.7232 -0.10
C 3.9422 -1.2537 1.6877 -0.08
C 4.8952 -0.2901 1.3801 -0.08
C 4.5025 1.0093 1.0984 -0.07
C 3.1591 1.3554 1.1294 -0.07
C 0.1019 2.5198 1.0608 -0.42
C 0.3413 3.6399 1.8551 -0.09
C -0.1435 4.8563 1.4128 -0.10
C -0.8543 4.9200 0.2119 -0.09
C -1.0845 3.7869 -0.5530 -0.10
C -0.6038 2.5348 -0.1512 -0.24
H -2.3387 -0.7704 6.0123 0.10
H 0.1188 -0.5275 6.1154 0.10
H 1.3828 0.1298 4.1028 0.10
H -2.2773 0.2810 1.8614 0.09
H -3.5335 -0.3521 3.8827 0.11
H 1.8569 -1.6732 1.9346 0.11
H 4.2419 -2.2746 1.8866 0.10
H 5.9437 -0.5574 1.3459 0.10
H 5.2439 1.7543 0.8402 0.10
H 2.8447 2.3623 0.8829 0.11
H 0.8798 3.5613 2.7935 0.10
H 0.0185 5.7556 1.9940 0.09
H -1.2291 5.8795 -0.1267 0.10
H -1.6332 3.8987 -1.4833 0.08
N -1.4248 0.9737 -2.9378 -0.07
C -2.8524 0.6933 -3.1731 -0.22
C -3.7575 1.4538 -2.2181 -0.10
C -3.6872 0.9700 -0.7761 -0.64
O -4.6616 1.0411 -0.0469 0.04
O -2.5483 0.4671 -0.4230 -0.26
H -1.2234 1.9628 -3.0782 0.07
H -0.8622 0.5094 -3.6651 0.04
H -3.0017 -0.3811 -3.0544 0.12
H -3.1036 0.9491 -4.2056 0.12
H -4.7961 1.3852 -2.5411 0.12
H -3.4966 2.5173 -2.2244 0.11
F 3.1389 0.1320 -5.5633 -0.56
Te 1.8862 1.3006 -4.6512 1.89
F 1.3428 1.6101 -6.4313 -0.45
F 0.4286 2.6077 -4.3137 -0.55
F 0.3862 -0.0618 -4.7954 -0.56
F 3.1270 2.7438 -4.9766 -0.55
O 0.9743 0.7512 -1.6583 -0.55
C 1.9345 -2.3125 -1.8732 -0.04
C 1.0256 -3.2065 -1.0800 -0.21
C 1.3548 -4.5291 -0.8092 -0.06
C 0.4985 -5.3367 -0.0747 -0.09
C -0.7053 -4.8318 0.3994 -0.06
C -1.0660 -3.5137 0.1556 -0.21
C -2.3568 -2.9468 0.6697 -0.03
C -0.1888 -2.7004 -0.5828 -0.28
N -0.5204 -1.3865 -0.8371 -0.16
H 2.8076 -2.8582 -2.2285 0.08
H 2.2574 -1.4795 -1.2444 0.06
H 1.4239 -1.8759 -2.7316 0.07
H 2.2873 -4.9291 -1.1898 0.10
H 0.7653 -6.3682 0.1217 0.09
H -1.3746 -5.4680 0.9672 0.10
H -3.0002 -3.7374 1.0565 0.07
H -2.8864 -2.3981 -0.1094 0.08
H -2.1746 -2.2279 1.4705 0.06


# 2
68
Properties=species:S:1:pos:R:3:lowdin_charge:R:1 method="wB97M-V/def2-TZVPD" e_lumo_ev=-0.197 smiles="COc1ccc(N2CCN(C(=O)CNC(=O)c3nn(-c4ccc(OC)cc4)c(=O)c4ccccc34)CC2)cc1" homo_lumo_gap_ev=7.18 energy_ev=-48232.1162 homo_energy_ev=-7.375
C 4.4019 -0.9255 -3.9866 -0.09
H 4.4587 -0.5803 -5.0180 0.09
O 3.6847 0.0655 -3.2923 -0.09
C 3.4275 -0.1335 -1.9674 -0.30
C 3.9045 -1.1889 -1.2018 -0.03
C 3.5868 -1.2792 0.1416 -0.02
C 2.7751 -0.3375 0.7758 -0.23
C 2.2991 0.7169 -0.0111 -0.02
C 2.6241 0.8184 -1.3458 -0.01
H 2.2535 1.6410 -1.9362 0.12
H 1.6679 1.4841 0.4066 0.10
N 2.5460 -0.4185 2.1536 -0.10
C 1.7389 0.5883 2.8014 -0.14
H 2.0037 1.5791 2.4346 0.12
C 0.2321 0.3378 2.6174 -0.11
N -0.0944 -0.9935 3.0847 -0.03
C -1.1738 -1.3460 3.8149 -0.44
O -1.3364 -2.4773 4.2334 0.06
C -2.2554 -0.2792 4.0114 -0.07
N -2.6965 0.1894 2.7176 0.08
C -2.7208 1.4908 2.3580 -0.45
O -2.6214 2.4116 3.1445 0.08
C -2.8233 1.6696 0.8745 -0.11
N -2.1096 0.8240 0.2024 0.15
N -2.0133 0.8746 -1.1238 0.03
C -2.7421 1.7610 -1.9203 -0.34
O -2.7130 1.7038 -3.1332 0.08
C -3.5345 2.7378 -1.1664 -0.06
C -4.2601 3.7057 -1.8630 0.00
C -4.9967 4.6422 -1.1731 -0.06
C -5.0193 4.6305 0.2214 -0.05
C -4.3160 3.6810 0.9273 0.00
C -3.5658 2.7206 0.2403 -0.08
H -4.3200 3.6699 2.0055 0.11
H -5.5969 5.3731 0.7513 0.11
H -5.5577 5.3911 -1.7115 0.11
H -4.2213 3.6943 -2.9416 0.12
C -1.1085 -0.0793 -1.6604 -0.18
C -0.3971 0.1535 -2.8340 0.00
C 0.5084 -0.7808 -3.2843 0.01
C 0.7438 -1.9567 -2.5702 -0.27
C 0.0310 -2.1873 -1.3988 -0.01
C -0.8889 -1.2562 -0.9563 -0.02
H -1.4473 -1.4454 -0.0524 0.10
H 0.1732 -3.0914 -0.8279 0.10
O 1.6722 -2.8017 -3.0910 -0.10
C 1.9711 -3.9858 -2.3903 -0.08
H 2.3598 -3.7684 -1.3903 0.09
H 2.7385 -4.4910 -2.9752 0.10
H 1.0957 -4.6379 -2.3106 0.10
H 1.0675 -0.6077 -4.1890 0.13
H -0.5543 1.0577 -3.3965 0.11
H -2.7540 -0.4982 1.9821 0.14
H -1.9109 0.5817 4.5896 0.13
H -3.0795 -0.7564 4.5522 0.13
C 0.7609 -2.0393 2.5504 -0.10
C 2.2416 -1.7050 2.7467 -0.13
H 2.8488 -2.4924 2.3057 0.11
H 2.4736 -1.6499 3.8146 0.13
H 0.4951 -2.9710 3.0520 0.12
H 0.5673 -2.1302 1.4733 0.12
H -0.3140 1.0899 3.1825 0.12
H -0.0312 0.4255 1.5558 0.11
H 1.9745 0.5527 3.8706 0.13
H 4.0106 -2.0966 0.7053 0.11
H 4.5392 -1.9468 -1.6340 0.11
H 3.8797 -1.8865 -3.9536 0.08
H 5.4170 -1.0419 -3.5918 0.09


# 3
70
Properties=species:S:1:pos:R:3:lowdin_spin:R:1 method="wB97M-V/def2-TZVPD" e_lumo_ev="-9.242 / -8.160" de_lowest_kj_mol=0.00 charge=+3 homo_lumo_gap_ev="6.54 / 7.63" energy_ev=-73731.9598 multiplicity=6 homo_energy_ev="-15.785 / -15.785"
Sm -1.2917 0.4300 0.2941 5.05
C -0.1647 4.9775 0.7790 0.00
C -0.1547 3.5820 0.8120 0.00
N -1.2611 2.8443 0.7882 -0.01
C -2.4645 3.4846 0.7532 0.00
C -2.5684 4.8796 0.7070 0.00
C -1.3728 5.6248 0.7199 0.00
C -3.8586 5.5047 0.6599 0.00
C -4.9834 4.7612 0.6682 0.00
C -4.9110 3.3295 0.7253 0.00
C -6.0590 2.5150 0.7494 0.00
C -5.9301 1.1497 0.7977 0.00
C -4.6470 0.5995 0.8129 0.00
N -3.5420 1.3373 0.8048 -0.01
C -3.6654 2.6923 0.7660 0.00
H 0.7680 5.5217 0.8031 0.00
H 0.7847 3.0436 0.8538 0.00
H -1.4199 6.7060 0.6854 0.00
H -3.9067 6.5846 0.6219 0.00
H -5.9600 5.2251 0.6365 0.00
H -7.0400 2.9731 0.7267 0.00
H -6.7916 0.4983 0.8149 0.00
H -4.5191 -0.4773 0.8206 0.00
O -2.4481 -1.0520 -1.0650 -0.01
C -2.0743 -0.4074 -2.0860 0.00
O -1.2290 0.5316 -1.9399 -0.01
H -2.4690 -0.6349 -3.0815 0.00
N 8.0766 2.4984 -5.0694 0.00
C 7.2347 2.2586 -4.3278 0.00
C 6.1896 1.9496 -3.3907 0.00
C 4.9566 2.5868 -3.4832 0.00
C 3.9567 2.2875 -2.5715 0.00
C 4.2103 1.3396 -1.5949 0.00
C 5.4316 0.6918 -1.4887 0.00
C 6.4320 1.0066 -2.3923 0.00
N 3.1716 1.0187 -0.6473 0.00
C 3.3131 0.9440 0.7188 0.00
C 2.0906 0.6109 1.2094 0.00
N 1.1899 0.5016 0.1615 -0.01
C 1.8914 0.7573 -0.9404 0.00
H 4.7893 3.3236 -4.2561 0.00
H 3.0074 2.8042 -2.6177 0.00
H 5.5999 -0.0515 -0.7210 0.00
H 7.3955 0.5207 -2.3346 0.00
H 4.2559 1.1458 1.1973 0.00
H 1.8087 0.4819 2.2423 0.00
H 1.5182 0.7536 -1.9530 0.00
C -0.5913 -5.5623 2.2077 0.00
N 0.7551 -4.8105 2.0569 0.00
C 1.3254 -5.1453 0.6606 0.00
N 0.3849 -4.8231 -0.3512 0.00
C -0.8671 -5.5535 -0.1473 0.00
N -1.4679 -5.2282 1.1450 0.00
C -1.9626 -3.8541 1.2128 0.00
P -0.5947 -2.6307 0.9897 0.00
C 0.5858 -3.3257 2.2402 0.00
C 0.1782 -3.3856 -0.5133 0.00
H -0.9977 -5.2911 3.1814 0.00
H -0.3370 -6.6221 2.1882 0.00
H 1.3998 -5.1622 2.7682 0.00
H 1.5338 -6.2151 0.6738 0.00
H 2.2531 -4.5839 0.5550 0.00
H -0.6596 -6.6233 -0.1798 0.00
H -1.5646 -5.3103 -0.9464 0.00
H -2.4727 -3.6963 2.1652 0.00
H -2.6988 -3.6979 0.4215 0.00
H 0.2325 -3.1569 3.2585 0.00
H 1.5702 -2.8650 2.1397 0.00
H 1.1317 -2.8959 -0.7251 0.00
H -0.4769 -3.2146 -1.3696 0.00